(1)
DFT (ωB97M-V/def2-TZVPD) results for C34H27N10O3Ti as an isolated structure in a non-equilibrium geometry.

Geometry as XYZ:
```
75
Properties=species:S:1:pos:R:3:lowdin_charge:R:1
Ti -2.00183 -0.83889 -0.55838 0.94
C -5.97039 0.79301 -0.42287 0.01
C -4.58153 0.60829 -0.93436 -0.33
O -3.81707 -0.16148 -0.31813 -0.09
C -4.09077 1.28817 -2.12652 -0.10
C -4.90864 2.25349 -2.74872 -0.02
C -4.49041 2.92931 -3.86776 -0.07
C -3.22942 2.64063 -4.39672 -0.05
C -2.40836 1.69614 -3.82113 0.00
C -2.82504 1.00221 -2.68288 -0.29
O -1.99014 0.07953 -2.17408 -0.20
H -6.12562 0.13941 0.43045 0.09
H -6.70167 0.56486 -1.19872 0.10
H -6.13204 1.82943 -0.12139 0.10
H -5.88302 2.47032 -2.33318 0.11
H -5.12442 3.66983 -4.33330 0.11
H -2.88929 3.16815 -5.27903 0.11
H -1.43643 1.46884 -4.23660 0.12
C 3.39459 -3.09111 -0.78516 -0.06
N 2.07410 -2.55441 -1.11774 -0.11
C 1.15118 -2.04990 -0.30665 -0.13
N 0.11941 -1.61229 -1.01230 0.01
C 0.49781 -1.87656 -2.29722 -0.18
N 1.66698 -2.45068 -2.40250 0.15
C 4.49045 -2.06713 -0.90900 -0.20
C 5.57336 -2.27437 -1.74950 -0.02
C 6.59171 -1.32842 -1.82479 -0.04
C 6.52843 -0.16949 -1.07176 0.00
C 5.43436 0.04343 -0.23538 -0.13
C 4.42803 -0.90452 -0.15358 0.03
C 5.33866 1.27621 0.55286 -0.29
N 6.15873 2.25489 0.64527 0.14
N 5.55475 3.18359 1.52673 0.14
C 4.43766 2.66348 1.87148 -0.29
O 4.21182 1.45238 1.29460 0.11
C 3.38483 3.19105 2.74652 -0.13
C 3.52273 4.44337 3.34154 0.00
C 2.50576 4.93318 4.14124 -0.04
C 1.34832 4.18788 4.34615 -0.02
C 1.21713 2.93757 3.76263 -0.21
C -0.01678 2.10678 3.98422 -0.06
N -0.60956 1.65904 2.71745 -0.11
C -0.68679 0.42885 2.22991 -0.12
N -1.23354 0.45796 1.01996 0.00
C -1.47342 1.79294 0.82972 -0.16
N -1.10526 2.54671 1.82853 0.16
C 2.23973 2.44220 2.96606 0.03
H 3.55759 -3.94279 -1.44095 0.13
H 3.31834 -3.46793 0.23600 0.14
H 1.25206 -2.04640 0.76674 0.14
H -0.11731 -1.63758 -3.14856 0.12
H 5.62650 -3.17404 -2.35031 0.12
H 7.43494 -1.49713 -2.48054 0.11
H 7.31201 0.57401 -1.12852 0.12
H 3.58794 -0.72662 0.50698 0.11
H 4.41992 5.02239 3.16865 0.12
H 2.60580 5.90678 4.60122 0.11
H 0.54865 4.58757 4.95774 0.12
H -0.78365 2.65041 4.53168 0.13
H 0.20866 1.19268 4.53600 0.14
H -0.35613 -0.44563 2.76714 0.14
H -1.92437 2.19358 -0.06554 0.13
H 2.14465 1.46972 2.49798 0.12
N -4.90089 -7.54018 0.26826 0.18
C -4.40383 -6.51422 0.09902 -0.18
C -3.78963 -5.24599 -0.10455 -0.20
C -3.47842 -4.78173 -1.40134 0.00
C -2.88770 -3.57088 -1.58192 -0.08
N -2.57501 -2.73299 -0.52135 -0.09
C -2.86470 -3.20968 0.74498 -0.12
C -3.45666 -4.40999 0.98217 -0.01
H -3.70307 -5.38981 -2.26669 0.13
H -2.64195 -3.21028 -2.57134 0.12
H -2.61070 -2.56294 1.58243 0.11
H -3.66220 -4.71419 1.99864 0.13
```

Values from the calculation:
Net charge ... +1
Max |F| ... 1.80 eV/A
Calculated total energy ... -2934.4702 Eh
E_HOMO (spin up / spin down) ... -8.629 / -8.387 eV
Gap between HOMO and LUMO (spin up / spin down) ... 5.32 / 4.96 eV
Spin multiplicity ... 1

***

(2)
DFT (ωB97M-V/def2-TZVPD) results for C34H28Br2ClN4O3Zr as an isolated structure.

Geometry as XYZ:
```
73
Properties=species:S:1:pos:R:3:lowdin_charge:R:1
Zr -0.45061 0.24138 0.13169 1.85
C 3.86198 -0.32181 1.67116 -0.07
C 3.82892 0.39448 2.86372 -0.06
C 2.66917 1.05087 3.23154 -0.03
C 1.55032 0.99681 2.39293 -0.21
C 1.57030 0.32858 1.16834 -0.21
C 2.75097 -0.34543 0.84176 -0.13
C 0.29165 1.66912 2.79328 -0.20
C 0.07082 2.00610 4.15433 0.02
C -1.06080 2.65273 4.51893 0.03
C -2.00178 3.02712 3.53289 -0.15
C -3.15996 3.76824 3.86004 -0.01
C -4.04162 4.14997 2.89120 -0.05
C -3.78003 3.80090 1.55297 -0.05
C -2.67068 3.07155 1.21905 -0.06
C -1.75074 2.64851 2.20201 -0.19
N -0.62174 1.91996 1.85016 0.04
H 4.76075 -0.85386 1.38544 0.11
H 4.70119 0.43901 3.50146 0.11
H 2.65873 1.61423 4.15410 0.11
H 2.82147 -0.91223 -0.08229 0.10
H 0.79601 1.70956 4.89428 0.11
H -1.25117 2.89753 5.55657 0.13
H -3.32577 4.03402 4.89612 0.12
H -4.92305 4.72247 3.14205 0.11
H -4.46071 4.12010 0.77415 0.11
H -2.49665 2.81937 0.18848 0.05
Br -0.99040 -3.33039 -3.21470 0.86
C 0.51345 -2.21141 -3.30614 -0.59
C 1.52094 -2.49404 -4.26313 -0.15
C 2.63210 -1.71077 -4.34731 -0.62
Br 3.97213 -2.15446 -5.59264 0.83
C 2.78563 -0.56705 -3.51052 -0.17
C 3.88392 0.32154 -3.53887 -0.01
C 3.89895 1.40365 -2.70583 -0.02
C 2.80380 1.61689 -1.84616 -0.11
N 1.77156 0.81159 -1.78676 0.06
C 1.76420 -0.28640 -2.58591 -0.16
C 0.65417 -1.16386 -2.44671 -0.36
O -0.22266 -0.89241 -1.47138 -0.30
H 1.40243 -3.35110 -4.90982 0.10
H 4.70166 0.12956 -4.21991 0.09
H 4.72644 2.09806 -2.70088 0.11
H 2.79429 2.47559 -1.18253 0.12
N -0.86842 2.05368 -1.45778 -0.06
C -1.68518 1.71855 -2.65788 -0.21
C -3.12876 1.39701 -2.30937 -0.18
C -3.35374 0.11961 -1.51590 -0.21
N -2.87734 0.22363 -0.10903 -0.04
H -1.13773 2.96909 -1.11495 0.09
H 0.10225 2.14027 -1.75642 0.06
H -1.21014 0.86319 -3.14081 0.11
H -1.65276 2.55404 -3.35994 0.12
H -3.68144 1.31051 -3.24730 0.13
H -3.58328 2.24666 -1.78533 0.11
H -2.82603 -0.71725 -1.97853 0.10
H -4.41639 -0.12913 -1.51463 0.13
H -3.05957 -0.68525 0.33962 0.06
H -3.45827 0.89138 0.38702 0.08
Cl 2.40326 -6.95917 0.16203 0.69
C 1.30163 -5.64649 0.42381 -0.65
C -0.03100 -5.80244 0.06837 -0.09
C -0.90512 -4.74986 0.26996 -0.02
C -0.44519 -3.55555 0.81753 -0.15
C 0.89007 -3.42341 1.18349 -0.01
C 1.77424 -4.47064 0.98694 -0.08
C -1.40084 -2.43510 0.98128 -0.53
O -2.58618 -2.51266 0.73532 0.08
O -0.85202 -1.27874 1.39598 -0.24
H -0.36623 -6.73710 -0.35751 0.11
H -1.94770 -4.84065 -0.00216 0.12
H 1.23864 -2.50158 1.62843 0.10
H 2.81363 -4.38682 1.27060 0.11
```

Values from the calculation:
Net charge ... +1
ΔE to the lowest compared entry with this formula, charge and spin ... 1.242 eV
Max |F| ... 0.62 eV/A
Calculated total energy ... -7412.4965 Eh
E_HOMO ... -10.856 eV
Gap between HOMO and LUMO ... 7.49 eV
Spin multiplicity ... 1

***

(3)
DFT (ωB97M-V/def2-TZVPD) results for C34H28BrFeN4O5S3 as an isolated structure in a non-equilibrium geometry.

Geometry as XYZ:
```
76
Properties=species:S:1:pos:R:3:lowdin_charge:R:1
Fe 0.28179 -0.28640 0.29643 0.53
Br 0.58720 -7.12093 -2.23648 0.66
C 0.79453 -5.26956 -1.83555 -0.71
C 2.06611 -4.68970 -1.89238 -0.14
C 2.22569 -3.35576 -1.62079 -0.01
C 1.13452 -2.51845 -1.25006 -0.38
O 1.34292 -1.26903 -1.03164 -0.14
C -0.14856 -3.15271 -1.18772 -0.14
C -1.33176 -2.36347 -0.94882 -0.07
N -1.29954 -1.22558 -0.36593 0.03
C -2.40547 -0.34102 -0.41661 -0.18
C -3.73496 -0.67298 -0.33850 -0.03
C -4.70925 0.33096 -0.46388 -0.10
C -4.33215 1.63910 -0.67296 -0.05
C -2.97699 1.99811 -0.73286 -0.16
C -2.48871 3.33066 -0.96749 -0.03
C -1.16963 3.58069 -0.93227 -0.03
C -0.22771 2.51666 -0.59047 -0.20
N -0.65652 1.23804 -0.63070 0.03
C -2.00071 1.00410 -0.58465 -0.15
C -0.29582 -4.50947 -1.50660 -0.10
H 2.92135 -5.29978 -2.15383 0.09
H 3.20394 -2.89435 -1.66505 0.11
H -2.27584 -2.71994 -1.36632 0.14
H -4.02822 -1.70068 -0.16030 0.11
H -5.75726 0.07170 -0.38889 0.09
H -5.08535 2.41267 -0.77723 0.10
H -3.19943 4.12136 -1.18328 0.11
H -0.77554 4.57496 -1.09380 0.11
H 0.80449 2.64743 -0.88711 0.13
H -1.28400 -4.95390 -1.48254 0.11
O 1.38611 2.27200 3.10400 -0.31
S 0.80044 1.77763 1.88109 0.36
O 0.12448 2.93719 1.15938 -0.29
O -0.22790 0.71500 2.11525 -0.36
O 1.76386 1.14584 0.93820 -0.38
S -0.81309 -2.92914 2.60492 0.71
C 0.03022 -1.86708 3.54136 -0.76
N -0.48904 -1.13512 4.53990 -0.11
C 0.40385 -0.29477 5.33374 -0.09
C 1.56944 -1.16086 5.74276 -0.10
N 2.23430 -1.63405 4.53523 -0.11
C 3.68310 -1.80230 4.61512 -0.13
C 4.43782 -0.51325 4.83490 -0.21
C 5.32435 -0.39546 5.90033 -0.06
C 6.01789 0.78820 6.11430 -0.10
C 5.81364 1.86866 5.26808 -0.10
C 4.92298 1.75842 4.20843 -0.06
C 4.24326 0.57074 3.98548 -0.01
C 1.54334 -1.75593 3.38408 -0.70
S 2.22596 -1.82241 1.88919 0.84
C -1.91628 -0.83971 4.58455 -0.13
C -2.44812 -0.82904 5.99266 -0.22
C -3.04657 0.30379 6.52796 -0.04
C -3.54401 0.29547 7.82584 -0.09
C -3.43948 -0.84743 8.60277 -0.10
C -2.83877 -1.98515 8.07547 -0.09
C -2.34950 -1.97494 6.77961 -0.04
H -0.13790 0.04580 6.21428 0.13
H 0.73893 0.57231 4.75726 0.12
H 1.22589 -1.99954 6.35923 0.13
H 2.29370 -0.57840 6.31342 0.13
H 4.00296 -2.28923 3.69607 0.09
H 3.88252 -2.47922 5.45202 0.12
H 5.47045 -1.23690 6.57001 0.10
H 6.70561 0.86944 6.94727 0.09
H 6.34164 2.79860 5.44024 0.10
H 4.73358 2.59847 3.55367 0.11
H 3.55511 0.49760 3.15465 0.09
H -2.41557 -1.61027 4.00060 0.07
H -2.08730 0.11630 4.07891 0.14
H -3.11655 1.20077 5.92362 0.12
H -4.00622 1.18704 8.23062 0.10
H -3.82218 -0.85437 9.61555 0.10
H -2.75680 -2.88240 8.67633 0.10
H -1.88198 -2.86047 6.36292 0.12
```

Values from the calculation:
Net charge ... -1
ΔE to the lowest compared entry with this formula, charge and spin ... 0.521 eV
Max |F| ... 1.16 eV/A
Calculated total energy ... -6940.1056 Eh
E_HOMO (spin up / spin down) ... -4.601 / -4.594 eV
Gap between HOMO and LUMO (spin up / spin down) ... 6.92 / 6.92 eV
Spin multiplicity ... 1